Record 1
Cl6Hf2O24 | the ωB97M-V functional and the def2-TZVPD basis

Structure (XYZ):
```
32
Properties=species:S:1:pos:R:3:lowdin_charge:R:1
Hf 1.98 1.09 1.93 2.393
Hf -1.85 -0.59 -2.39 2.308
Cl 2.21 -0.65 4.59 0.864
O 2.01 -1.88 3.74 -0.246
O 3.72 -0.40 4.73 -0.263
O 1.65 0.47 3.77 -0.496
O 1.57 -0.74 5.95 -0.177
Cl 1.14 -3.43 -0.98 0.755
O 0.55 -4.60 -0.38 -0.275
O 2.01 -3.65 -2.22 -0.310
O 0.07 -2.47 -1.35 -0.492
O 1.92 -2.89 0.14 -0.340
Cl -4.33 1.59 -1.76 0.794
O -5.47 1.00 -2.38 -0.220
O -3.76 2.72 -2.57 -0.264
O -4.64 2.21 -0.42 -0.227
O -3.34 0.54 -1.70 -0.496
Cl -1.18 -0.63 0.94 0.972
O -1.46 -0.36 -0.53 -0.515
O -2.44 -0.04 1.56 -0.173
O -1.06 -2.11 1.22 -0.156
O 0.05 0.04 1.43 -0.438
Cl 0.32 3.01 -0.66 0.862
O 0.87 2.13 0.41 -0.555
O -0.57 2.20 -1.64 -0.338
O -0.49 4.09 0.00 -0.222
O 1.51 3.53 -1.32 -0.226
Cl 1.78 -0.02 -2.05 0.888
O 0.29 -0.13 -2.27 -0.534
O 2.01 0.10 -0.59 -0.431
O 2.45 -1.30 -2.54 -0.223
O 2.45 1.15 -2.68 -0.219
```

largest force on an atom = 14.27 eV Å⁻¹
charge = +2
energy = -126809.4876 eV


Record 2
Cl6NP2 | the ωB97M-V functional and the def2-TZVPD basis

Structure (XYZ):
```
9
Properties=species:S:1:pos:R:3:lowdin_spin:R:1
N 0.53 -0.78 -0.63 0.704
P -2.89 0.12 0.79 0.520
P 1.73 0.08 -0.02 0.110
Cl -3.99 -0.54 -0.61 0.146
Cl -0.81 -1.19 0.38 0.356
Cl -2.13 1.92 0.14 0.066
Cl 2.16 1.39 -1.42 0.045
Cl 3.43 -0.89 0.42 0.053
Cl 1.26 1.09 1.73 0.000
```

largest force on an atom = 3.29 eV Å⁻¹
charge = +1
energy = -95193.4293 eV
2S+1 = 3


Record 3
Cl8O32Sr2 | the ωB97M-V functional and the def2-TZVPD basis

Structure (XYZ):
```
42
Properties=species:S:1:pos:R:3:lowdin_charge:R:1
Sr -0.17 -0.20 -0.20 1.595
Sr -2.52 3.99 -1.41 1.711
Cl 1.43 2.64 -1.71 0.585
O 0.21 3.13 -1.26 -0.467
O 2.48 3.64 -1.44 -0.336
O 1.53 1.58 -0.85 -0.406
O 1.41 2.43 -3.09 -0.278
Cl -1.90 1.28 -4.02 0.593
O -1.72 2.60 -3.66 -0.483
O -3.24 1.16 -4.57 -0.387
O -0.89 1.14 -5.05 -0.304
O -1.95 0.35 -2.99 -0.300
Cl -3.60 1.19 0.76 0.567
O -2.95 2.10 1.58 -0.318
O -4.35 2.04 -0.12 -0.461
O -2.63 0.54 -0.01 -0.423
O -4.56 0.50 1.50 -0.245
Cl -0.81 -2.15 3.53 0.654
O -0.09 -1.84 4.79 -0.365
O -0.25 -3.42 3.13 -0.402
O -2.13 -2.60 3.70 -0.370
O -0.61 -1.29 2.34 -0.449
Cl 0.31 3.14 3.56 0.549
O 1.50 3.85 3.73 -0.362
O -0.97 3.81 3.79 -0.417
O 0.48 2.67 2.29 -0.362
O 0.31 1.97 4.41 -0.359
Cl 2.84 -2.37 -2.93 0.703
O 2.17 -1.82 -4.14 -0.437
O 2.48 -1.33 -1.91 -0.420
O 2.13 -3.61 -2.60 -0.373
O 4.30 -2.50 -3.12 -0.406
Cl 3.42 -1.03 1.93 0.681
O 2.27 -1.68 1.29 -0.388
O 3.63 -1.29 3.36 -0.414
O 4.58 -1.66 1.33 -0.409
O 3.39 0.45 1.87 -0.392
Cl -1.18 -3.50 -0.83 0.613
O -0.96 -2.42 -1.70 -0.430
O -2.19 -3.19 0.13 -0.348
O -1.24 -4.87 -1.35 -0.358
O 0.04 -3.44 -0.08 -0.385
```

largest force on an atom = 8.88 eV Å⁻¹
charge = -4
energy = -167306.5873 eV


Record 4
ClCu3FO8P | the ωB97M-V functional and the def2-TZVPD basis

Structure (XYZ):
```
14
Properties=species:S:1:pos:R:3:lowdin_charge:R:1
Cu -23.10 5.91 1.29 0.454
Cu -25.29 2.48 1.57 0.477
Cu -18.90 3.19 -1.74 0.460
P -25.41 3.66 3.93 -0.374
O -24.18 2.78 3.66 -0.374
O -25.92 3.39 5.25 -0.253
O -26.65 3.27 3.25 -0.307
O -25.21 5.13 3.69 -0.373
F -19.27 0.16 -1.92 -0.798
Cl -22.14 2.39 0.52 0.666
O -21.77 2.63 1.93 -0.404
O -23.32 1.62 0.67 -0.355
O -22.48 3.78 0.25 -0.473
O -20.99 1.80 -0.13 -0.345
```

largest force on an atom = 10.22 eV Å⁻¹
charge = -2
energy = -174812.8225 eV


Record 5
ClCuF4N2O8S4 | the ωB97M-V functional and the def2-TZVPD basis

Structure (XYZ):
```
20
Properties=species:S:1:pos:R:3:lowdin_charge:R:1
Cu 1.33 -0.46 -0.11 0.294
Cl 3.72 -1.84 -0.75 -0.543
N -0.17 -1.28 1.49 -0.266
S -0.89 -2.74 2.01 0.657
O -2.36 -2.89 1.88 -0.280
O -0.07 -3.49 2.97 -0.292
F -0.28 -3.52 0.67 -0.251
S -1.00 -0.53 2.45 0.336
O -0.85 -0.71 3.89 -0.288
O -2.31 -0.08 2.04 -0.285
F -0.21 0.85 2.32 -0.208
N 0.81 1.22 -1.45 -0.312
S -0.78 1.71 -1.66 0.559
O -1.55 0.71 -2.42 -0.287
O -1.06 3.13 -1.81 -0.293
F -1.30 1.66 -0.21 -0.159
S 1.39 2.04 -2.56 0.456
O 2.07 3.27 -2.10 -0.305
O 0.87 1.94 -3.92 -0.294
F 2.64 1.03 -2.73 -0.237
```

largest force on an atom = 12.11 eV Å⁻¹
charge = -2
energy = -130732.3896 eV


Record 6
ClF2NS | the ωB97M-V functional and the def2-TZVPD basis

Structure (XYZ):
```
5
Properties=species:S:1:pos:R:3:lowdin_charge:R:1
N -1.44 0.43 -0.03 -0.584
F 1.11 1.06 -0.16 -0.453
F 2.18 -1.17 -0.27 -0.475
S 0.66 -0.60 0.15 0.936
Cl -2.88 -0.32 -0.19 0.575
```

largest force on an atom = 3.70 eV Å⁻¹
charge = 0
energy = -30277.0935 eV


Record 7
ClF2OS | the ωB97M-V functional and the def2-TZVPD basis

Structure (XYZ):
```
5
Properties=species:S:1:pos:R:3:lowdin_charge:R:1
O 0.59 0.05 -0.31 -0.221
F -2.21 0.51 1.04 -0.611
F 1.73 -1.16 -2.25 -0.213
S 1.56 -0.94 -0.65 1.412
Cl -1.67 1.55 2.18 0.633
```

largest force on an atom = 3.38 eV Å⁻¹
charge = +1
energy = -30826.8979 eV


Record 8
ClFH3N2P | the ωB97M-V functional and the def2-TZVPD basis

Structure (XYZ):
```
8
Properties=species:S:1:pos:R:3:lowdin_charge:R:1
H 1.32 -1.90 1.85 0.009
N 0.69 -1.29 1.33 -0.212
P 0.63 -0.03 0.50 0.301
Cl 2.18 1.27 0.42 0.342
N -0.58 0.56 -0.32 -0.249
H -1.26 -0.17 -0.64 0.040
F 0.46 2.51 -1.54 -0.126
H -0.11 1.98 -1.12 -0.105
```

largest force on an atom = 4.53 eV Å⁻¹
charge = 0
energy = -27557.3240 eV


Record 9
ClFMg3 | the ωB97M-V functional and the def2-TZVPD basis

Structure (XYZ):
```
5
Properties=species:S:1:pos:R:3:lowdin_charge:R:1
Mg 0.01 -1.06 1.64 1.204
Mg -1.03 2.19 -0.83 1.562
Mg 0.90 -1.57 -2.17 1.573
F 0.63 0.66 1.92 -0.533
Cl -0.50 -0.21 -0.55 0.194
```

largest force on an atom = 3.40 eV Å⁻¹
charge = +4
energy = -31523.4220 eV


Record 10
ClFN3 | the ωB97M-V functional and the def2-TZVPD basis

Structure (XYZ):
```
5
Properties=species:S:1:pos:R:3:lowdin_charge:R:1
N 1.90 -0.76 -0.14 0.514
N 0.86 -0.30 0.02 0.047
N -0.27 -0.13 0.29 0.203
F -0.89 0.85 -0.25 0.134
Cl -3.79 0.49 0.07 0.101
```

largest force on an atom = 9.00 eV Å⁻¹
charge = +1
energy = -19692.8878 eV


Record 11
ClH10O5 | the ωB97M-V functional and the def2-TZVPD basis

Structure (XYZ):
```
16
Properties=species:S:1:pos:R:3:lowdin_charge:R:1
Cl 7.72 -0.55 15.76 -0.017
O 8.82 -3.33 16.47 -0.124
H 8.61 -2.44 16.22 -0.157
H 9.48 -3.61 15.84 0.006
O 4.85 -1.33 14.16 -0.103
H 5.72 -1.53 14.49 -0.054
H 4.69 -0.43 14.44 -0.020
O 9.44 2.03 15.91 -0.128
H 8.95 1.22 15.75 -0.157
H 10.34 1.75 16.03 0.009
O 8.66 -2.50 13.35 -0.101
H 8.21 -2.23 12.56 0.020
H 8.68 -1.72 13.90 -0.082
O 5.25 1.63 14.93 -0.077
H 6.16 1.36 15.07 -0.046
H 5.28 2.17 14.14 0.031
```

largest force on an atom = 1.23 eV Å⁻¹
charge = -1
energy = -22925.9426 eV


Record 12
ClH14O7 | the ωB97M-V functional and the def2-TZVPD basis

Structure (XYZ):
```
22
Properties=species:S:1:pos:R:3:lowdin_charge:R:1
Cl -0.60 -0.27 0.80 -0.885
O 1.70 -1.98 -3.16 -0.061
H 1.92 -1.12 -3.52 0.023
H 1.86 -1.89 -2.22 0.026
O 4.22 0.81 -0.90 -0.062
H 4.11 1.67 -1.31 0.024
H 3.49 0.74 -0.29 0.032
O -2.62 4.09 1.76 -0.064
H -3.57 4.06 1.61 0.021
H -2.38 3.17 1.91 0.029
O 0.07 -0.01 5.39 -0.067
H 0.99 0.24 5.51 0.021
H -0.05 -0.04 4.45 0.018
O 2.44 -3.67 2.33 -0.063
H 1.80 -3.08 1.94 0.023
H 3.07 -3.84 1.62 0.021
O -2.29 2.03 -3.25 -0.064
H -2.62 2.66 -2.61 0.027
H -1.59 1.56 -2.79 0.027
O -3.60 -1.97 -2.35 -0.066
H -3.04 -1.50 -1.73 0.018
H -3.32 -1.66 -3.21 0.021
```

largest force on an atom = 0.53 eV Å⁻¹
charge = -1
energy = -27084.7163 eV


Record 13
ClH2NO2Si | the ωB97M-V functional and the def2-TZVPD basis

Structure (XYZ):
```
7
Properties=species:S:1:pos:R:3:lowdin_charge:R:1
N -0.60 0.49 0.91 -0.115
O -0.94 1.62 0.75 0.019
O 0.63 0.10 0.48 -0.494
Si 1.79 0.44 -0.68 0.357
Cl 3.21 -0.48 0.47 0.192
H -1.82 -0.96 -0.71 0.002
H -2.27 -1.21 -1.23 0.039
```

largest force on an atom = 2.62 eV Å⁻¹
charge = 0
energy = -26014.9628 eV


Record 14
ClH2NOS | the ωB97M-V functional and the def2-TZVPD basis

Structure (XYZ):
```
6
Properties=species:S:1:pos:R:3:lowdin_charge:R:1
N -0.91 -0.25 -0.03 -0.320
O 0.98 1.07 1.49 -0.579
S 0.60 -0.62 0.48 0.620
Cl 1.77 -0.27 -1.19 0.167
H -1.25 -0.64 -0.90 0.055
H -1.19 0.71 0.15 0.057
```

largest force on an atom = 5.84 eV Å⁻¹
charge = 0
energy = -26924.1267 eV


Record 15
ClH2NOS2 | the ωB97M-V functional and the def2-TZVPD basis

Structure (XYZ):
```
7
Properties=species:S:1:pos:R:3:lowdin_charge:R:1
N -0.98 -0.17 0.10 -0.245
O 0.74 0.51 -1.53 -0.507
S 1.68 -2.18 0.68 0.123
S 0.66 0.34 -0.11 0.372
Cl 0.60 2.46 0.57 0.088
H -1.23 -0.80 -0.72 0.090
H -1.48 -0.15 1.01 0.079
```

largest force on an atom = 2.29 eV Å⁻¹
charge = 0
energy = -37759.0326 eV


Record 16
ClH2NS | the ωB97M-V functional and the def2-TZVPD basis

Structure (XYZ):
```
5
Properties=species:S:1:pos:R:3:lowdin_charge:R:1
N -1.44 -0.92 -0.14 -0.572
S -1.71 0.57 0.12 0.537
H -0.62 -1.57 0.09 0.012
Cl 1.72 0.39 0.13 0.317
H 2.06 1.52 -0.19 -0.294
```

largest force on an atom = 2.28 eV Å⁻¹
charge = 0
energy = -24877.9249 eV


Record 17
ClH2NS2 | the ωB97M-V functional and the def2-TZVPD basis

Structure (XYZ):
```
6
Properties=species:S:1:pos:R:3:lowdin_charge:R:1
N 0.07 -0.77 0.60 -0.937
S 1.06 -1.36 -0.68 0.602
S 0.09 0.76 0.81 0.537
Cl -0.91 1.53 -0.98 0.025
H 0.45 -0.63 -1.60 -0.215
H -0.76 0.47 1.86 -0.012
```

largest force on an atom = 1.40 eV Å⁻¹
charge = 0
energy = -35712.7050 eV


Record 18
ClH2NS2 | the ωB97M-V functional and the def2-TZVPD basis

Structure (XYZ):
```
6
Properties=species:S:1:pos:R:3:lowdin_charge:R:1
N 0.44 0.01 0.17 -1.041
S 1.13 0.08 -1.31 0.738
S -1.00 0.64 0.59 0.724
Cl -0.22 -2.39 0.41 -0.182
H 0.49 1.17 -1.74 -0.131
H -0.84 0.50 1.88 -0.109
```

largest force on an atom = 1.92 eV Å⁻¹
charge = 0
energy = -35712.0089 eV


Record 19
ClH2NS2 | the ωB97M-V functional and the def2-TZVPD basis

Structure (XYZ):
```
6
Properties=species:S:1:pos:R:3:lowdin_spin:R:1
N -0.73 0.29 0.28 0.555
S -0.83 1.77 0.79 0.440
S 0.32 -0.56 -0.52 0.442
Cl 1.55 -2.33 0.17 0.538
H 0.33 2.41 0.30 0.020
H -0.64 -1.58 -1.02 0.005
```

largest force on an atom = 4.78 eV Å⁻¹
charge = 0
energy = -35710.9234 eV
2S+1 = 3


Record 20
ClH2PS3 | the ωB97M-V functional and the def2-TZVPD basis

Structure (XYZ):
```
7
Properties=species:S:1:pos:R:3:lowdin_spin:R:1
P -0.37 -0.37 0.10 0.362
S -1.61 -1.63 0.96 0.909
S 1.66 -0.25 0.86 0.164
S -0.11 -0.54 -1.92 0.087
Cl -0.81 1.89 0.41 0.467
H 0.94 0.26 1.77 0.005
H 0.31 0.63 -2.18 0.006
```

largest force on an atom = 3.81 eV Å⁻¹
charge = 0
energy = -54347.0663 eV
2S+1 = 3